Entry 1:
The following is a DFT calculation (ωB97M-V/def2-TZVPD) of a single C5H10O2 molecule.

E_LUMO: 0.9 eV
SMILES: CCO[C@@H](C)C=O
orbital gap: 10.49 eV
DFT total energy: -9441.3336 eV
molar mass: 102.1 u
relative energy (zero: lowest compared OMol25 entry of this formula, charge and spin): 164.9 kJ/mol
net charge: 0

Last column: Löwdin charge in e.
Positions of all 17 atoms, in Å:
O 0.285 0.299 -0.806  -0.135
O -2.879 -0.756 0.411  0.067
C -0.746 0.327 0.154  -0.390
C 2.183 -0.724 0.367  -0.068
C 1.109 -0.852 -0.714  -0.262
C -1.227 1.763 0.307  -0.020
C -1.910 -0.561 -0.277  -0.207
H 1.789 -0.225 1.260  0.071
H -1.818 -0.996 -1.298  0.139
H -0.393 -0.043 1.130  0.149
H 1.573 -0.971 -1.699  0.122
H 0.488 -1.744 -0.533  0.115
H -2.071 1.800 1.002  0.088
H -0.413 2.387 0.684  0.086
H -1.547 2.157 -0.663  0.092
H 2.536 -1.717 0.666  0.077
H 3.040 -0.144 0.009  0.076

Entry 2:
The following is a DFT calculation (ωB97M-V/def2-TZVPD) of a single C6H8O2 molecule.

E_LUMO: 0.7 eV
SMILES: COC1=CCC(=O)C1
orbital gap: 9.40 eV
DFT total energy: -10442.7162 eV
molar mass: 112.1 u
relative energy (zero: lowest compared OMol25 entry of this formula, charge and spin): 386.9 kJ/mol
net charge: 0

Last column: Löwdin charge in e.
Positions of all 16 atoms, in Å:
O 0.743 0.151 -2.841  0.097
O -0.393 0.009 1.852  -0.086
C -1.222 -1.241 -0.114  0.006
C -0.942 -1.044 -1.552  -0.170
C 0.350 0.670 -0.471  0.001
C 0.067 -0.073 -1.869  -0.395
C -0.284 -0.399 0.541  -0.253
C 0.864 0.826 2.175  -0.025
H -0.754 -1.878 -2.150  0.110
H 1.767 0.523 1.669  0.070
H -1.680 -0.433 -2.095  0.155
H 0.837 1.747 1.741  0.043
H -2.036 -1.715 0.633  0.162
H 1.447 0.526 -0.356  0.124
H 0.091 1.598 -0.407  0.054
H 1.145 0.732 3.245  0.106

Entry 3:
The following is a DFT calculation (ωB97M-V/def2-TZVPD) of a molecular structure, C12H8Cl3GeIrN2O2S3.

E_LUMO: 4.4 eV
orbital gap: 6.14 eV
DFT total energy: -149084.0598 eV
molar mass: 679.6 u
relative energy (zero: lowest compared OMol25 entry of this formula, charge and spin): 108.1 kJ/mol
net charge: -2

Last column: Löwdin charge in e.
Positions of all 32 atoms, in Å:
Ir 0.139 -0.306 0.734  0.567
Ge -0.135 0.325 -3.951  0.034
Cl -0.474 1.402 -6.007  -0.293
Cl -0.571 -1.833 -4.774  -0.214
Cl 2.182 0.155 -4.189  -0.190
S -0.476 -0.663 2.915  0.500
S 2.385 -0.746 1.182  0.589
S 0.412 1.861 1.333  0.540
O -4.057 0.483 -0.289  -0.019
O 0.680 -0.982 -1.179  -0.370
N -1.808 -0.118 0.197  -0.116
N 1.796 -1.734 -1.216  -0.195
C -0.486 0.893 3.722  -0.692
C -0.859 2.267 5.677  -0.142
C 2.707 -1.689 -0.211  -0.648
C -0.082 2.025 3.011  -0.680
C 1.958 -2.486 -2.324  -0.087
C 4.059 -3.229 -1.496  -0.091
C -0.069 3.267 3.640  -0.146
C 3.078 -3.253 -2.489  -0.069
C -0.454 3.392 4.968  -0.141
C -2.916 0.190 -0.052  -0.546
C 3.872 -2.459 -0.378  -0.107
C -0.876 1.027 5.052  -0.147
H -1.168 2.355 6.713  0.080
H 4.600 -2.427 0.420  0.096
H -1.199 0.145 5.595  0.089
H 0.244 4.139 3.076  0.091
H 3.182 -3.838 -3.390  0.103
H -0.444 4.366 5.444  0.081
H 1.147 -2.415 -3.035  0.027
H 4.960 -3.821 -1.600  0.097

Entry 4:
The following is a DFT calculation (ωB97M-V/def2-TZVPD) of a molecular structure, C34H16BrCl5CoN6OSe.

E_LUMO (alpha / beta): -1.5 / -1.5 eV
spin multiplicity: 2
orbital gap (alpha / beta): 4.76 / 4.74 eV
DFT total energy: -282110.0483 eV
molar mass: 919.6 u
⟨S²⟩: 0.772
relative energy (zero: lowest compared OMol25 entry of this formula, charge and spin): 2493.0 kJ/mol
net charge: 0

Last column: Löwdin charge in e.
Positions of all 65 atoms, in Å:
Br -4.084 -0.146 -5.629  0.727
Se -2.940 -7.824 -0.620  1.118
Co 0.133 -0.940 0.529  0.425
Cl 4.249 -2.105 -4.215  0.622
Cl 0.829 0.065 -3.295  0.934
Cl 3.588 2.279 -1.802  0.738
Cl 6.058 -0.470 -2.185  0.653
Cl 2.844 -1.377 0.330  0.782
O 0.523 1.856 -0.963  0.105
N -0.330 -2.227 -0.921  0.130
N -2.182 -7.042 0.792  -0.226
N -0.007 0.159 2.152  0.028
N -0.284 -2.693 1.602  0.094
N -2.649 -6.417 -1.674  -0.224
N -1.790 -0.162 0.215  0.007
C 3.651 0.593 -1.311  -0.701
C -1.655 -4.194 -1.511  -0.056
C -1.783 -5.865 0.412  -0.336
C -2.490 -0.345 -4.628  -0.659
C -2.429 -0.015 -0.975  -0.060
C 1.245 0.565 -0.348  -0.224
C -2.576 -1.226 -3.404  -0.202
C -3.927 1.233 2.927  -0.084
C -1.381 0.303 -5.046  -0.187
C -1.170 -4.907 1.342  -0.076
C -0.250 -2.879 2.915  -0.067
C -2.995 1.460 3.902  -0.061
C -2.281 0.352 1.372  -0.217
C 2.150 -0.735 -3.196  -0.425
C 0.684 1.001 4.268  -0.042
C -0.637 -4.077 3.510  -0.016
C -2.010 -0.722 -2.061  -0.120
C -0.886 -1.664 -2.138  -0.302
C -1.119 -5.097 2.723  0.024
C -0.154 0.282 -4.343  -0.343
C -0.795 -3.370 -0.613  -0.094
C -1.565 -2.465 -3.260  -0.119
C -1.294 0.543 2.415  -0.113
C -2.072 -3.752 -2.704  0.076
C 3.505 -0.936 -3.123  -0.751
C -2.046 -5.507 -0.968  -0.333
C 4.355 -0.344 -2.197  -0.824
C 0.944 0.396 3.029  -0.116
C 2.723 0.195 -0.433  -0.606
C -0.698 -3.711 0.834  -0.110
C 0.654 0.729 -1.606  -0.364
C -3.591 0.689 1.675  -0.022
C -0.602 1.342 4.582  -0.001
C -1.643 1.123 3.654  -0.157
H -1.408 0.909 -5.943  0.099
H -4.374 0.528 0.946  0.102
H 1.501 1.183 4.952  0.109
H -3.600 -1.592 -3.298  0.115
H 1.775 1.294 -3.270  0.106
H -4.965 1.475 3.121  0.106
H -2.745 -4.383 -3.276  0.130
H -0.587 -4.179 4.585  0.115
H 0.016 -1.331 -2.688  0.034
H 0.087 -2.041 3.512  0.110
H 1.943 0.082 2.752  0.105
H -3.281 0.660 -1.041  0.129
H -3.270 1.893 4.855  0.106
H -0.834 1.795 5.538  0.121
H -0.915 -2.635 -4.122  0.163
H -1.482 -6.023 3.150  0.123

Entry 5:
The following is a DFT calculation (ωB97M-V/def2-TZVPD) of a molecular structure, C6H15N3O.

E_LUMO (alpha / beta): -7.5 / -9.3 eV
spin multiplicity: 3
orbital gap (alpha / beta): 8.28 / 9.34 eV
DFT total energy: -12961.0256 eV
molar mass: 145.2 u
⟨S²⟩: 2.006
relative energy (zero: lowest compared OMol25 entry of this formula, charge and spin): 189.5 kJ/mol
net charge: +2

Last column: Löwdin charge in e.
Positions of all 25 atoms, in Å:
O 1.112 1.679 0.018  0.239
N -0.291 -0.072 -0.220  -0.007
N -2.177 0.297 1.138  0.076
N -1.636 -2.068 0.145  0.204
C 0.954 0.428 -0.151  -0.249
C 2.150 -0.453 -0.207  -0.129
C -1.435 0.699 0.046  -0.171
C 3.445 0.254 0.192  -0.045
C -1.830 2.555 -0.536  0.248
C -0.626 -1.407 -0.722  -0.060
H -1.703 0.216 2.040  0.150
H 3.371 0.701 1.180  0.096
H 0.277 -2.018 -0.796  0.146
H 1.992 -1.316 0.453  0.143
H 2.266 -0.842 -1.227  0.154
H -1.055 -1.287 -1.725  0.170
H -2.321 -2.596 -0.410  0.189
H 3.707 1.030 -0.523  0.098
H -1.511 2.771 -1.540  0.037
H -2.152 -1.260 0.673  0.120
H -2.787 2.845 -0.154  0.032
H 0.276 2.224 0.048  0.141
H -3.044 0.814 1.245  0.135
H 4.250 -0.476 0.206  0.101
H -1.229 -2.720 0.826  0.185

Entry 6:
The following is a DFT calculation (ωB97M-V/def2-TZVPD) of 2 unconnected molecules or ions with the total composition C4H13NO.

E_LUMO: 1.0 eV
SMILES: CCNCC.O
orbital gap: 8.69 eV
DFT total energy: -7894.5180 eV
molar mass: 91.2 u
relative energy (zero: lowest compared OMol25 entry of this formula, charge and spin): 206.8 kJ/mol
net charge: 0

Last column: Löwdin charge in e.
Positions of all 19 atoms, in Å:
O 2.084 1.384 4.437  -0.062
N -0.295 -0.227 -0.767  -0.128
C 0.421 1.028 -0.797  -0.311
C -0.320 -1.705 -1.400  -0.214
C -0.529 2.169 -1.219  -0.114
C -0.866 -2.535 -0.296  -0.150
H -1.296 -0.199 -0.461  0.099
H -0.447 -2.267 0.670  0.071
H 0.956 1.286 0.130  0.092
H 0.684 -1.924 -1.719  0.091
H 2.497 0.559 4.713  0.031
H -1.936 -2.504 0.006  0.079
H -1.027 1.864 -2.151  0.068
H -0.768 -3.594 -0.576  0.072
H -1.237 2.364 -0.419  0.062
H 2.030 1.840 5.285  0.031
H -0.161 3.121 -1.582  0.055
H -1.007 -1.516 -2.279  0.112
H 1.215 0.855 -1.574  0.115